(1)
C10H22O3Si | ωB97M-V/def2-TZVPD

Geometry as XYZ:
```
36
Properties=species:S:1:pos:R:3
C -0.5234 -3.0510 -1.1056
C -0.4212 -1.6174 -0.5357
O -0.4919 -1.4362 0.8743
Si 0.7968 -0.8754 1.7546
C 2.2599 -1.9767 1.4270
C 0.4768 -0.9195 3.6078
C 1.4235 0.8719 1.2241
C 0.2420 1.8558 1.2679
C -0.6130 1.8435 -0.0425
O -0.0121 2.2392 -1.2280
C -0.0214 1.3113 -2.3116
C -1.4843 1.1584 -2.8766
C -2.3452 2.4272 -2.7441
O -2.3836 1.4394 -1.8612
H -1.4727 -3.4302 -0.7540
H 0.2720 -3.7030 -0.6755
H -0.4367 -3.2586 -2.1775
H -1.2322 -0.8646 -0.9031
H 0.5940 -1.1952 -0.8331
H 2.3415 -2.8767 1.9494
H 3.0143 -1.3568 1.9522
H 2.6405 -2.1730 0.4150
H -0.4276 -0.4275 3.9198
H 1.1924 -0.3012 4.1322
H 0.4232 -1.9098 4.0650
H 1.9715 1.0947 0.3003
H 2.2301 1.0266 2.0199
H 0.6236 2.8596 1.3547
H -0.3818 1.7283 2.0909
H -1.0003 0.8002 -0.0533
H -1.4554 2.5113 0.0548
H 0.6195 1.6902 -3.1249
H 0.5407 0.4579 -1.9629
H -1.6893 0.2708 -3.4930
H -3.2445 2.4148 -3.3630
H -2.0255 3.3716 -2.3642
```

Summary:
HOMO in eV: -9.3
Lowest unoccupied orbital energy in eV: 0.86
Frontier orbital gap in hartree: 0.3741
Energy above the lowest of the compared OMol25 structures with the same formula, charge and spin in kcal/mol: 103.19
Spin multiplicity: 1

(2)
C10H23AlClN2O4P2 | ωB97M-V/def2-TZVPD

Geometry as XYZ:
```
43
Properties=species:S:1:pos:R:3
C 4.0676 -2.4660 0.3175
C 3.8416 -0.9785 0.6415
P 3.0046 0.0196 -0.6564
C 2.3037 -1.0525 -1.9416
C 1.5136 0.8257 0.2268
O 0.6607 1.3341 -0.7466
C -0.3565 2.2928 -0.3891
C -1.6288 1.7940 0.2608
N -2.5819 1.1931 -0.6561
C -3.7592 0.6454 -0.1959
C -3.8628 -1.0123 -0.2911
C -5.1406 -1.5853 0.2018
O -3.5776 -1.4480 -1.5445
O 0.8858 0.0054 1.2110
C 0.5071 -1.2929 0.9714
O 0.9100 -2.2002 1.5661
Cl -0.7352 -1.4089 -0.2483
P 2.2313 2.1818 1.3119
N 1.4649 2.5897 2.6427
H 4.1110 -3.0204 1.2553
H 5.0217 -2.6232 -0.1848
H 3.2671 -2.9148 -0.2683
H 4.8036 -0.4869 0.8025
H 3.2590 -0.8657 1.5617
H 1.8285 -1.9611 -1.5683
H 1.5883 -0.4778 -2.5355
H 3.1221 -1.3633 -2.6016
H 0.0595 3.0620 0.2756
H -0.5964 2.7961 -1.3291
H -1.4656 1.1210 1.1127
H -2.1085 2.7057 0.6685
H -2.7627 1.8263 -1.4423
H -4.6021 0.9799 -0.8112
H -3.9243 0.8449 0.8697
H -3.0472 -1.2737 0.4306
H -5.9973 -1.1368 -0.3137
H -5.2405 -1.4659 1.2811
H -5.1452 -2.6615 -0.0116
H -3.0364 -0.8523 -2.0798
H 2.3753 3.2665 0.4398
H 3.5358 1.7468 1.6043
H 0.6817 2.0175 2.9456
Al 4.5242 1.2993 -2.7832
```

Summary:
HOMO in eV: -17.8
Lowest unoccupied orbital energy in eV: -15.37
Frontier orbital gap in hartree: 0.0903
Spin multiplicity: 1
Total charge: +3

(3)
C10H23Br2OsS3SeSi | ωB97M-V/def2-TZVPD

Geometry as XYZ:
```
41
Properties=species:S:1:pos:R:3
Os 0.6235 -1.5063 0.0834
C 2.8556 -2.6308 2.4944
C 1.5015 -3.0933 2.9928
S 0.0944 -2.0030 2.6249
C 0.5990 -0.4157 3.3627
C 0.4416 0.7693 2.4247
S 1.3290 0.6564 0.8392
C 3.0851 0.4794 1.3361
C 3.7794 -0.6862 0.6518
S 2.8754 -2.2577 0.7041
H 3.5817 -3.4303 2.6434
H 3.2217 -1.7540 3.0250
H 1.5339 -3.2397 4.0736
H 1.2170 -4.0480 2.5474
H 1.6126 -0.5165 3.7452
H -0.0548 -0.2507 4.2197
H 0.7714 1.6915 2.9060
H -0.5992 0.9013 2.1292
H 3.1273 0.4265 2.4223
H 3.5719 1.4061 1.0309
H 4.7604 -0.8577 1.0973
H 3.9322 -0.4923 -0.4102
Br 0.1455 -3.6299 -1.3498
C 1.0761 -3.1285 -3.0090
Br 1.7973 -1.3578 -2.8683
H 0.3324 -3.1504 -3.7956
H 1.8755 -3.8429 -3.1618
C -4.5662 1.3335 -3.0110
Si -3.6757 2.8287 -2.5081
C -3.9187 3.4910 -0.8389
C -2.4675 3.5964 -3.6157
Se -1.4876 -0.6128 -0.3617
H -5.5503 1.6022 -3.4178
H -4.7437 0.6789 -2.1557
H -4.0318 0.7916 -3.7924
H -4.7680 4.1877 -0.8356
H -3.0456 4.0486 -0.4980
H -4.1602 2.6956 -0.1313
H -2.9696 4.3195 -4.2729
H -1.9947 2.8559 -4.2634
H -1.7075 4.1442 -3.0570
```

Summary:
HOMO (spin up / spin down) in eV: -17.0 / -18.2
Lowest unoccupied orbital energy (spin up / spin down) in eV: -9.38 / -11.12
Frontier orbital gap (spin up / spin down) in hartree: 0.2791 / 0.2603
Spin multiplicity: 5
Total charge: +3

(4)
C10H23BrN3O | ωB97M-V/def2-TZVPD

Geometry as XYZ:
```
38
Properties=species:S:1:pos:R:3
C -1.0584 -1.2893 -0.7671
C 0.4781 -1.6818 -0.3517
C 0.8721 -1.3928 1.2131
Br -0.4366 -0.2515 2.2165
N 1.2105 -2.7115 1.8945
C 2.5501 -3.2360 1.4192
C 2.4335 -4.6756 0.6125
C 3.1304 -4.9409 -0.8818
N 1.7088 -5.7220 1.1308
H -1.1194 -0.1550 -1.1282
H -1.8770 -1.5724 0.0197
H -1.3106 -1.9256 -1.7451
H 1.2623 -1.1271 -1.0410
H 0.6035 -2.8468 -0.5613
H 1.8932 -0.7748 1.1884
H 3.1208 -2.5031 0.6806
H 3.2154 -3.4058 2.3688
H 2.2861 -5.1235 -1.7010
H 3.7560 -5.9536 -0.8521
H 3.8088 -4.0265 -1.1567
H 1.2742 -5.4708 2.0569
C -0.5979 4.8171 -0.1901
C -0.9007 3.6414 -1.1219
C -2.3976 3.2516 -1.1787
O -2.8794 2.5616 -0.0216
C -3.1091 3.3906 1.1066
N -0.0618 2.4979 -0.7348
H -0.5654 4.5290 0.8618
H 0.3862 5.2388 -0.4266
H -1.3372 5.6135 -0.3102
H -0.6086 3.9513 -2.1341
H -2.5284 2.5509 -2.0117
H -3.0310 4.1166 -1.4004
H -3.5065 4.3727 0.8220
H -2.1865 3.5013 1.6790
H -3.8325 2.8967 1.7564
H -0.1796 1.7582 -1.4284
H -0.4657 2.0973 0.1179
```

Summary:
HOMO in eV: -2.3
Lowest unoccupied orbital energy in eV: 2.82
Frontier orbital gap in hartree: 0.1878
Energy above the lowest of the compared OMol25 structures with the same formula, charge and spin in kcal/mol: 86.20
Spin multiplicity: 1
Total charge: -1

(5)
C10H23FN3O2P | ωB97M-V/def2-TZVPD

Geometry as XYZ:
```
40
Properties=species:S:1:pos:R:3
C 2.6050 1.1276 0.4213
N 2.1286 0.7699 -0.9427
C 1.3296 1.8474 -1.5819
P -0.5672 1.5731 -1.4095
C -1.2026 3.2707 -0.8442
C -0.8553 3.5710 0.6867
F -2.0076 4.1708 1.2992
C -0.8704 0.2208 -0.1205
C -2.4016 -0.1887 0.0788
C -3.3943 1.0183 0.3452
N -4.2111 1.6719 -0.6733
O -3.5398 1.4357 1.5230
H 2.1957 0.3268 1.1384
H 2.3201 2.1820 0.7558
H 3.7491 1.0746 0.5320
H 2.9452 0.5945 -1.5476
H 1.6078 1.9474 -2.6911
H 1.5735 2.8824 -1.1305
H -2.2906 3.4067 -1.1189
H -0.6198 4.0406 -1.4703
H -0.5775 2.6236 1.2466
H 0.0278 4.2982 0.7575
H -0.3391 -0.7219 -0.5216
H -0.3451 0.4404 0.8803
H -2.7853 -0.7596 -0.8242
H -2.4854 -0.8852 0.9854
H -4.3358 2.6377 -0.3408
H -3.7003 1.7599 -1.5666
C 0.5809 -4.5096 1.6984
N 0.4302 -3.4503 0.7224
C 1.2997 -3.0810 -0.2591
C 2.5900 -3.8438 -0.3782
O 1.0188 -2.1549 -1.0084
H -0.2482 -5.2101 1.5769
H 0.5302 -4.0682 2.6962
H 1.5221 -5.0421 1.5873
H -0.4130 -2.8950 0.7421
H 3.1778 -3.4379 -1.2009
H 3.1709 -3.7469 0.5421
H 2.3869 -4.8970 -0.5854
```

Summary:
HOMO in eV: -7.8
Lowest unoccupied orbital energy in eV: 0.57
Frontier orbital gap in hartree: 0.3071
Spin multiplicity: 1

(6)
C10H23N6O3Pt | ωB97M-V/def2-TZVPD

Geometry as XYZ:
```
43
Properties=species:S:1:pos:R:3
Pt 0.5491 -1.0549 0.7422
C -2.7595 -1.9588 1.2810
C -1.9008 -2.7124 0.2806
C -2.7167 -3.5862 -0.6434
O -1.1994 -1.6815 -0.4955
C -0.8590 -3.5649 1.0528
O -1.1170 -4.6902 1.3859
O 0.3108 -2.9904 1.2970
H -3.5189 -1.3678 0.7693
H -2.1530 -1.2891 1.8987
H -3.2476 -2.6713 1.9442
H -3.4490 -2.9903 -1.1881
H -3.2325 -4.3373 -0.0501
H -2.0785 -4.1134 -1.3554
H -0.7807 -2.0719 -1.2846
C 1.4286 1.6900 1.4845
N 1.4876 3.1137 1.2866
C 0.1231 3.6397 1.1844
N -0.5909 3.0383 0.0539
C -0.6632 1.6131 0.2375
N 0.7139 0.9982 0.3427
C 1.4461 1.3562 -0.9179
N 1.5152 2.7807 -1.1087
C 2.2001 3.3912 0.0368
C 0.1533 3.3244 -1.1756
H 0.8917 1.4557 2.4048
H 2.4385 1.2787 1.5386
H 0.1655 4.7192 1.0463
H -0.4161 3.4252 2.1082
H -1.1632 1.1477 -0.6134
H -1.2097 1.3697 1.1505
H 0.9060 0.8986 -1.7506
H 2.4519 0.9353 -0.8526
H 2.2497 4.4685 -0.1149
H 3.2161 2.9990 0.1047
H -0.3716 2.8916 -2.0286
H 0.2129 4.4034 -1.3112
N 1.2723 -2.2405 -2.0005
N 1.8958 -2.1593 -0.7099
H 1.6370 -3.0395 -2.5115
H 1.5071 -1.4044 -2.5213
H 2.8918 -1.9588 -0.7574
H 1.7630 -3.0556 -0.2398
```

Summary:
HOMO (spin up / spin down) in eV: -12.2 / -12.4
Lowest unoccupied orbital energy (spin up / spin down) in eV: -2.87 / -5.24
Frontier orbital gap (spin up / spin down) in hartree: 0.3445 / 0.2642
Energy above the lowest of the compared OMol25 structures with the same formula, charge and spin in kcal/mol: 0.00
Spin multiplicity: 3
Total charge: +1

(7)
C10H23O12V | ωB97M-V/def2-TZVPD

Geometry as XYZ:
```
46
Properties=species:S:1:pos:R:3
V -9.4984 -21.8428 -0.5937
O -9.7107 -20.6726 0.9330
H -10.0984 -20.4688 1.7791
O -8.6977 -22.7750 -2.0839
H -8.5312 -23.2617 -2.8840
C -12.1649 -22.4811 -1.9730
O -11.3900 -22.2586 -0.8524
H -11.6286 -23.0819 -2.7270
H -13.0816 -23.0150 -1.6946
H -12.4638 -21.5295 -2.4532
C -6.3842 -23.9794 1.0451
O -7.4315 -24.8985 1.4447
C -8.6676 -24.5246 1.1223
O -8.9457 -23.4629 0.6540
O -9.5907 -25.4204 1.3789
C -9.2278 -26.6824 1.9088
H -6.6136 -23.5444 0.0764
H -5.4772 -24.5695 0.9993
H -6.3057 -23.1844 1.7838
H -10.1093 -27.0481 2.4268
H -8.4363 -26.5924 2.6546
H -8.9210 -27.3528 1.1119
C -9.2635 -17.8935 -0.6093
O -9.7704 -17.9317 -1.9564
C -9.8033 -19.1328 -2.4933
O -9.6405 -20.1670 -1.8991
O -10.0573 -19.0673 -3.7793
C -10.1451 -20.3441 -4.4136
H -9.8241 -18.5611 0.0458
H -9.3351 -16.8594 -0.2920
H -8.2132 -18.2001 -0.5904
H -10.9177 -20.9652 -3.9558
H -9.2075 -20.8954 -4.3192
H -10.3825 -20.1470 -5.4515
C -6.1414 -20.6797 -2.6398
O -5.7554 -19.9938 -1.4325
C -6.4575 -20.3301 -0.3544
O -7.2996 -21.1767 -0.3312
O -6.0629 -19.6089 0.6768
C -6.8832 -19.7108 1.8387
H -6.3373 -21.7338 -2.4636
H -5.3324 -20.5296 -3.3470
H -7.0540 -20.2372 -3.0436
H -6.3946 -19.1159 2.6108
H -6.9804 -20.7343 2.1926
H -7.8739 -19.3106 1.6464
```

Summary:
HOMO (spin up / spin down) in eV: -7.4 / -8.1
Lowest unoccupied orbital energy (spin up / spin down) in eV: 0.57 / 0.57
Frontier orbital gap (spin up / spin down) in hartree: 0.2942 / 0.3186
Energy above the lowest of the compared OMol25 structures with the same formula, charge and spin in kcal/mol: 0.00
Spin multiplicity: 3

(8)
C10H24BClNO2P2Pb | ωB97M-V/def2-TZVPD

Geometry as XYZ:
```
42
Properties=species:S:1:pos:R:3
C 0.2856 -0.0517 -5.1977
C 0.1031 0.0789 -3.7227
H 1.3528 -0.0083 -5.4374
H -0.2396 0.7576 -5.7179
H -0.1265 -1.0099 -5.5377
O 0.9720 0.1774 -2.8671
Cl -1.7026 0.1367 -3.2289
Pb -0.4718 -0.0437 -0.6640
P -0.2220 2.7441 -0.0213
C 1.0912 3.6792 0.8371
C -0.2019 3.5200 -1.6740
H -0.3809 4.6024 -1.5723
H -1.7178 4.5757 0.5971
H -0.9794 3.0760 -2.3133
H -2.6207 3.0700 0.2170
H 2.0735 3.3789 0.4472
H 0.7770 3.3540 -2.1478
C -1.7292 3.4808 0.7123
H 0.9546 4.7620 0.6825
H -1.7722 3.2188 1.7797
H 1.0574 3.4588 1.9137
P 0.0254 -2.7470 0.3450
C 1.3958 -3.3608 1.3878
C -1.4201 -3.4461 1.2278
H -0.6263 -3.5818 -1.8398
H -0.0131 -4.9018 -0.7872
H 1.1323 -3.7534 -1.5659
C 0.1408 -3.8573 -1.0998
H -2.3378 -3.2054 0.6721
H -1.3194 -4.5389 1.3142
H 1.3815 -4.4634 1.4249
H 1.2984 -2.9573 2.4066
H -1.4903 -2.9896 2.2257
H 2.3540 -3.0255 0.9656
C 1.9276 0.1718 0.6281
O 2.8804 0.2341 1.2415
B -0.1618 -0.0777 4.5552
C -0.5795 -0.1136 3.0683
N -0.9085 -0.1381 1.9476
H 0.9069 -0.6583 4.6833
H -1.0285 -0.6358 5.2140
H -0.0603 1.0880 4.9007
```

Summary:
HOMO (spin up / spin down) in eV: -19.6 / -18.8
Lowest unoccupied orbital energy (spin up / spin down) in eV: -13.55 / -14.19
Frontier orbital gap (spin up / spin down) in hartree: 0.2242 / 0.1707
Spin multiplicity: 1
Total charge: +3